Record 1
ORCA calculation (wB97M-V/def2-TZVPD) on a 2-piece molecular cluster, C5H13NO2 overall.

Properties
Molar mass   119.164 g/mol
Orbital gap   10.44 eV
HOMO level   -9.7651 eV
F_max   2.69 eV/Å
Electronic energy   -403.50981 a.u.

Each line ends with the natural charge from an NBO analysis.
Positions of all 21 atoms, in Å:
C  -1.403  -0.774  -1.018  -0.61
C  -0.316  -0.199  -0.050  -0.20
C  -0.372  -0.782  1.398  -0.62
C  1.041  -0.162  -0.771  -0.17
N  1.594  -1.547  -0.573  -0.84
C  1.924  0.726  0.063  0.44
O  2.210  1.864  -0.207  -0.52
H  -1.007  -1.737  -1.376  0.19
H  -2.330  -1.019  -0.479  0.22
H  -1.625  -0.148  -1.874  0.21
H  -0.664  0.839  0.047  0.20
H  0.070  -1.754  1.507  0.23
H  -1.447  -0.907  1.489  0.22
H  -0.040  0.005  2.085  0.21
H  0.990  0.046  -1.838  0.21
H  2.425  -1.663  -1.162  0.36
H  0.885  -2.183  -0.915  0.35
H  2.293  0.245  0.991  0.12
O  -3.446  1.075  0.992  -0.94
H  -2.822  1.668  1.414  0.48
H  -3.251  1.002  0.058  0.47

Record 2
ORCA calculation (wB97M-V/def2-TZVPD) on C5H13NO3 as an isolated structure.

Properties
Molar mass   135.163 g/mol
Orbital gap   7.97 eV
HOMO level   -7.5284 eV
F_max   2.53 eV/Å
Electronic energy   -478.65140 a.u.

Each line ends with the natural charge from an NBO analysis.
Positions of all 22 atoms, in Å:
C  0.612  1.214  -0.428  0.31
C  1.930  1.179  -1.180  -0.67
O  -0.166  2.189  -1.104  -0.76
O  0.826  1.651  0.909  -0.78
H  -1.035  2.223  -0.686  0.47
H  1.142  2.569  0.894  0.46
H  -0.566  0.251  -0.227  0.23
H  1.787  0.785  -2.184  0.22
H  2.656  0.574  -0.641  0.21
H  2.352  2.188  -1.260  0.21
C  0.517  -1.817  0.480  -0.71
C  -0.878  -1.792  0.089  0.42
N  -1.727  -0.014  1.618  -0.84
C  -1.586  -0.586  0.307  -0.30
O  -1.201  -2.589  -0.967  -0.65
H  -2.123  -2.440  -1.213  0.49
H  -1.586  -0.675  2.372  0.36
H  -1.059  0.729  1.791  0.39
H  -2.533  -0.514  -0.231  0.19
H  0.920  -0.946  -0.182  0.27
H  0.731  -1.388  1.456  0.25
H  0.988  -2.793  0.388  0.24

Record 3
ORCA calculation (wB97M-V/def2-TZVPD) on one molecule with the formula C5H13NO3.

Properties
Molar mass   135.163 g/mol
Orbital gap   10.35 eV
HOMO level   -9.4400 eV
F_max   1.51 eV/Å
Electronic energy   -478.77667 a.u.

Each line ends with the natural charge from an NBO analysis.
Positions of all 22 atoms, in Å:
C  -2.561  -0.352  -0.397  -0.63
C  -1.557  0.512  0.360  0.09
O  -1.146  1.607  -0.438  -0.73
C  -0.297  -0.300  0.773  -0.27
N  0.702  -0.167  -0.297  -0.50
C  1.119  -1.430  -0.883  -0.41
C  1.828  0.657  0.114  0.53
O  2.518  0.074  1.192  -0.75
O  1.416  1.928  0.463  -0.76
H  -2.093  -0.791  -1.276  0.20
H  -3.399  0.259  -0.725  0.22
H  -2.931  -1.154  0.237  0.21
H  -2.031  0.942  1.250  0.18
H  -0.582  1.179  -1.157  0.49
H  0.107  0.100  1.706  0.22
H  -0.551  -1.347  0.938  0.20
H  1.779  -1.225  -1.725  0.20
H  1.650  -2.065  -0.167  0.19
H  0.237  -1.959  -1.240  0.20
H  2.515  0.711  -0.753  0.12
H  2.827  0.795  1.753  0.49
H  0.449  2.025  0.272  0.51

Record 4
ORCA calculation (wB97M-V/def2-TZVPD) on C5H13NO3 as an isolated structure.

Properties
Molar mass   135.163 g/mol
Orbital gap   8.72 eV
HOMO level   -8.0452 eV
F_max   3.82 eV/Å
Electronic energy   -478.65355 a.u.

Each line ends with the natural charge from an NBO analysis.
Positions of all 22 atoms, in Å:
C  -0.533  -0.085  1.141  0.27
C  1.686  -0.656  0.264  0.36
C  -1.078  0.735  -0.478  0.10
C  1.590  1.290  -0.169  -0.73
C  -1.466  -0.470  -1.321  -0.68
N  0.508  -1.002  0.901  -0.70
O  -1.656  -0.733  1.670  -0.74
O  1.947  -1.505  -0.815  -0.71
O  -2.169  1.479  -0.015  -0.73
H  -1.480  -0.985  2.585  0.49
H  2.842  -1.349  -1.137  0.48
H  -2.677  0.907  0.577  0.47
H  0.145  -1.889  0.555  0.39
H  -0.207  0.771  1.733  0.16
H  2.536  -0.537  0.937  0.14
H  -0.539  1.431  -1.115  0.19
H  2.616  1.424  0.167  0.18
H  1.521  1.383  -1.249  0.20
H  1.107  2.095  0.379  0.21
H  -2.053  -0.141  -2.181  0.22
H  -0.575  -0.985  -1.676  0.22
H  -2.066  -1.177  -0.750  0.21

Record 5
ORCA calculation (wB97M-V/def2-TZVPD) on C5H13NO3P as an isolated structure.

Properties
Molar mass   166.137 g/mol
Orbital gap   8.74 eV
HOMO level   -5.0860 eV
Charge   -1
F_max   4.44 eV/Å
Electronic energy   -820.22920 a.u.

Each line ends with the natural charge from an NBO analysis.
Positions of all 23 atoms, in Å:
C  -2.965  1.095  -0.400  -0.61
C  0.468  -1.437  0.959  -0.70
C  -1.816  0.172  0.264  -0.47
C  -0.577  0.956  0.483  -0.42
C  0.789  -0.316  0.016  -0.19
N  0.435  -0.742  -1.387  -0.89
O  3.439  -0.942  -0.217  -1.02
O  2.499  1.297  -1.061  -1.20
O  2.948  0.766  1.537  -1.15
P  2.514  0.406  0.152  2.33
H  -2.585  1.750  -1.202  0.20
H  -3.262  1.784  0.418  0.19
H  -3.760  0.571  -0.906  0.19
H  1.414  -2.055  1.021  0.23
H  -0.515  -1.936  0.728  0.21
H  0.401  -1.041  1.961  0.23
H  -2.225  -0.276  1.263  0.19
H  -1.511  -0.600  -0.563  0.24
H  -0.608  1.899  -0.254  0.20
H  -0.413  1.352  1.557  0.20
H  3.378  -0.936  -1.229  0.48
H  0.952  -1.681  -1.216  0.35
H  1.000  -0.087  -1.922  0.39

Record 6
ORCA calculation (wB97M-V/def2-TZVPD) on one molecule with the formula C5H13NO3S.

Properties
Molar mass   167.230 g/mol
Orbital gap   8.65 eV
HOMO level   -8.3382 eV
F_max   3.99 eV/Å
Electronic energy   -876.82676 a.u.

Each line ends with the natural charge from an NBO analysis.
Positions of all 23 atoms, in Å:
C  1.002  -0.286  -1.121  -0.39
N  -0.099  -1.073  -0.477  -0.49
C  -1.101  -1.709  -1.356  -0.43
C  -0.269  -0.972  0.914  0.46
C  0.955  -0.585  1.944  -0.67
O  -0.842  -2.070  1.586  -0.72
S  -1.714  0.680  1.190  1.84
C  -0.446  1.899  0.447  -0.86
O  -2.951  1.125  0.525  -0.93
O  -1.770  0.959  2.634  -0.96
H  1.306  0.550  -0.470  0.21
H  1.789  -0.925  -1.275  0.20
H  0.620  0.179  -1.942  0.20
H  -1.912  -2.088  -0.648  0.23
H  -1.514  -0.964  -2.132  0.22
H  -0.516  -2.541  -1.820  0.21
H  1.929  -1.072  1.542  0.23
H  0.673  -1.070  2.911  0.26
H  0.939  0.444  2.252  0.24
H  -0.701  -2.874  1.022  0.48
H  -0.989  2.816  0.248  0.25
H  0.195  1.566  -0.417  0.21
H  0.171  1.955  1.290  0.21

Record 7
ORCA calculation (wB97M-V/def2-TZVPD) on a 2-piece molecular cluster, C5H13NO3S overall.

Properties
Molar mass   167.230 g/mol
Orbital gap (alpha / beta)   8.80 / 8.80 eV
HOMO level (alpha / beta)   -9.1546 / -9.1529 eV
F_max   3.48 eV/Å
Electronic energy   -876.76332 a.u.

Each line ends with the natural charge from an NBO analysis.
Positions of all 23 atoms, in Å:
C  0.326  -1.542  1.833  -0.60
C  -1.264  0.383  1.469  -0.61
C  0.179  1.331  -2.909  -0.88
C  1.000  0.411  0.359  -0.10
C  -0.161  -0.430  0.837  -0.35
N  1.730  -0.576  -1.499  -0.43
O  2.350  0.226  -3.838  -0.96
O  2.728  1.646  -2.060  -0.96
O  0.620  -1.333  -1.850  -0.58
S  1.849  0.688  -2.618  2.27
H  1.269  -1.941  1.541  0.21
H  0.396  -1.095  2.921  0.21
H  -0.354  -2.388  1.795  0.21
H  -0.888  1.428  1.477  0.21
H  -1.309  0.010  2.531  0.21
H  -2.338  0.289  1.208  0.23
H  -0.106  1.558  -1.847  0.23
H  0.470  2.192  -3.560  0.26
H  -0.428  0.696  -3.556  0.26
H  0.757  1.392  0.022  0.19
H  2.011  0.234  0.574  0.22
H  -0.631  -0.890  -0.067  0.26
H  0.771  -2.315  -1.495  0.49

Record 8
ORCA calculation (wB97M-V/def2-TZVPD) on a 2-piece molecular cluster, C5H13NO6S overall.

Properties
Molar mass   215.227 g/mol
Orbital gap   8.72 eV
HOMO level   -8.1146 eV
F_max   3.29 eV/Å
Electronic energy   -1102.59020 a.u.

Each line ends with the natural charge from an NBO analysis.
Positions of all 26 atoms, in Å:
C  0.451  -1.529  1.938  -0.60
C  -0.398  -1.500  0.589  -0.58
C  0.011  -0.406  -0.290  0.16
N  -0.333  -0.370  -1.567  -0.56
C  -1.047  -1.416  -2.343  -0.44
S  2.050  0.468  -0.119  1.72
O  1.772  1.198  -1.349  -1.01
O  1.373  1.555  1.025  -0.91
O  3.736  0.804  -0.028  -0.94
H  -0.090  -2.206  2.666  0.21
H  1.516  -1.853  1.731  0.21
H  0.362  -0.589  2.531  0.23
H  -1.389  -1.336  1.066  0.26
H  -0.257  -2.561  0.284  0.22
H  0.131  0.471  -2.038  0.45
H  -0.406  -2.234  -2.701  0.21
H  -1.892  -1.911  -1.690  0.21
H  -1.465  -0.839  -3.167  0.22
H  1.953  1.836  1.688  0.50
H  3.985  1.243  -0.817  0.48
O  -1.414  1.505  1.730  -0.65
C  -1.671  1.902  0.624  0.98
O  -2.828  1.753  0.018  -0.68
O  -0.790  2.236  -0.323  -0.72
H  -3.542  1.644  0.583  0.49
H  0.182  2.133  -0.039  0.54

electronic energy of number 8 (C5H13NO6S)?
-1102.59020 a.u.

Which value of molar mass does entry 3 give?
135.163 g/mol